Record 1
C20H32BN3O5PRh | ωB97M-V/def2-TZVPD

```
! wB97M-V def2-TZVPD RIJCOSX def2/J DEFGRID3
* xyz 0 1
Rh 1.551 0.139 -0.031
C 5.504 -1.582 -0.283
C 4.046 -1.313 -0.122
N 3.489 -0.165 -0.265
O 4.303 0.865 -0.588
C 3.084 -2.336 0.238
C 3.499 -3.747 0.480
N 1.866 -1.911 0.336
O 1.034 -2.941 0.731
H 6.044 -0.649 -0.407
H 5.686 -2.208 -1.160
H 5.897 -2.111 0.587
H 3.697 1.583 -0.886
H 4.350 -4.005 -0.148
H 2.680 -4.431 0.287
H 3.802 -3.870 1.523
C 0.442 3.889 -2.644
P 1.906 3.985 -1.595
C 3.021 5.171 -2.379
C 1.357 4.739 -0.051
O 2.537 2.650 -1.394
H 0.062 4.881 -2.889
H -0.326 3.321 -2.117
H 0.698 3.360 -3.562
H 2.561 6.157 -2.449
H 3.275 4.820 -3.379
H 3.937 5.243 -1.793
H 0.977 5.749 -0.213
H 2.191 4.775 0.650
H 0.572 4.112 0.373
C -3.150 -4.663 0.666
C -2.420 -3.519 1.353
C -2.844 -3.448 2.814
O -1.015 -3.845 1.350
B -0.338 -2.810 0.769
O -1.114 -1.809 0.287
C -2.501 -2.132 0.582
C -3.220 -2.192 -0.757
C -3.064 -0.988 1.412
H -3.000 -5.576 1.241
H -2.773 -4.832 -0.341
H -4.222 -4.466 0.610
H -2.644 -4.413 3.281
H -3.909 -3.235 2.910
H -2.286 -2.686 3.356
H -2.795 -2.954 -1.411
H -3.111 -1.224 -1.244
H -4.285 -2.394 -0.629
H -2.440 -0.785 2.281
H -4.078 -1.209 1.747
H -3.089 -0.083 0.807
N -5.056 3.829 0.256
C -4.067 3.239 0.227
C -2.835 2.513 0.193
C -1.940 2.592 1.260
C -0.748 1.882 1.208
C -0.383 1.074 0.120
C -1.319 1.022 -0.927
C -2.516 1.717 -0.913
H -2.189 3.200 2.121
H -0.079 1.964 2.060
H -1.101 0.412 -1.799
H -3.214 1.648 -1.739
*
```

Computed properties:
**E_LUMO (spin up / spin down)**: 0.20 / 0.20 eV
**ΔE to the lowest compared entry with this formula, charge and spin**: 0.0 kJ/mol

---

Record 2
C20H32BN4O7PS | ωB97M-V/def2-TZVPD

```
! wB97M-V def2-TZVPD RIJCOSX def2/J DEFGRID3
* xyz 0 1
H -2.535 0.809 -0.470
N -3.077 -0.058 -0.381
C -3.111 -0.336 0.857
C -2.456 0.478 1.981
C -0.979 0.762 1.719
C -0.517 2.043 1.539
P -1.731 3.444 1.620
O -2.895 3.299 0.437
O -0.992 4.927 1.569
C 0.887 2.281 1.292
N 1.446 3.598 1.045
C 1.730 1.214 1.288
C 1.260 -0.110 1.477
N 2.177 -1.118 1.458
C 1.677 -2.335 1.599
B 2.776 -3.510 1.577
O 2.654 -4.693 2.291
O 3.937 -3.303 0.859
C 3.753 -3.197 -0.567
C 0.255 -2.539 1.760
S -0.366 -4.240 1.888
N -0.658 -1.600 1.826
C -0.097 -0.367 1.674
H -3.631 -1.257 1.151
H -2.469 -0.161 2.879
H -3.017 1.382 2.248
H -2.570 2.656 -0.213
H -0.807 5.186 0.650
H 2.069 3.806 1.822
H 2.057 3.474 0.240
H 2.795 1.359 1.107
H 2.345 -5.358 1.660
H 4.288 -2.291 -0.888
H 2.710 -3.173 -0.897
H 4.314 -4.032 -1.016
H -1.030 -4.375 0.696
C -2.878 9.289 4.474
C -3.260 7.853 4.201
C -2.235 6.987 3.512
O -4.342 7.420 4.523
H -3.704 9.795 4.971
H -2.001 9.325 5.123
H -2.665 9.803 3.535
H -1.333 6.925 4.123
H -1.997 7.403 2.532
H -2.634 5.985 3.378
C 1.970 -2.926 -5.657
C 2.901 -2.609 -4.513
C 4.321 -2.243 -4.864
O 2.528 -2.646 -3.361
H 0.985 -3.172 -5.266
H 1.880 -2.060 -6.315
H 2.348 -3.781 -6.220
H 4.331 -1.348 -5.489
H 4.799 -3.069 -5.393
H 4.878 -2.041 -3.952
C -2.570 -5.070 -3.200
C -1.565 -4.776 -2.117
C -0.164 -4.431 -2.546
O -1.872 -4.816 -0.945
H -3.532 -5.302 -2.747
H -2.686 -4.199 -3.846
H -2.242 -5.928 -3.789
H -0.173 -3.532 -3.161
H 0.270 -5.260 -3.106
H 0.449 -4.243 -1.666
*
```

Computed properties:
**E_LUMO**: -0.69 eV
**SMILES**: [H]/N=C\Cc1c(P(O)O)c(N)cc2nc(B(O)OC)c(S)nc12.CC(C)=O.CC(C)=O.CC(C)=O

---

Record 3
C20H32BO2 | ωB97M-V/def2-TZVPD

```
! wB97M-V def2-TZVPD RIJCOSX def2/J DEFGRID3
* xyz 1 1
C 0.196 -6.374 -0.513
C 0.285 -4.940 0.016
C -0.108 -4.959 1.482
C 1.660 -4.218 -0.373
C 2.031 -3.064 0.571
C 2.883 -5.102 -0.536
O 1.351 -3.646 -1.666
B -0.007 -3.418 -1.614
C -0.698 -2.290 -2.436
C -1.187 -1.150 -1.586
C -0.592 0.054 -1.556
O -0.706 -4.143 -0.677
H 0.844 -7.044 0.070
H -0.838 -6.730 -0.404
H 0.472 -6.439 -1.575
H 0.601 -5.556 2.070
H -0.164 -3.949 1.905
H -1.097 -5.427 1.576
H 2.342 -3.448 1.553
H 2.880 -2.513 0.140
H 1.204 -2.349 0.705
H 3.170 -5.543 0.428
H 2.722 -5.909 -1.258
H 3.727 -4.492 -0.882
H 0.019 -1.932 -3.185
H -1.549 -2.779 -2.930
H -2.100 -1.350 -1.019
H -1.021 0.912 -1.042
H 0.353 0.196 -2.091
C -1.624 1.237 1.554
C -1.802 2.369 0.631
C -1.077 3.560 0.547
C -1.671 4.686 -0.138
C -3.081 4.607 -0.637
C -0.962 5.862 -0.310
C 0.349 6.003 0.161
C 1.096 7.273 -0.089
C 0.918 4.945 0.879
C 0.250 3.746 1.092
C 0.948 2.681 1.873
H -2.578 0.694 1.620
H -0.879 0.535 1.158
H -1.352 1.514 2.580
H -2.661 2.262 -0.034
H -3.354 5.559 -1.106
H -3.213 3.820 -1.390
H -3.790 4.420 0.182
H -1.438 6.701 -0.826
H 2.103 7.220 0.336
H 1.183 7.490 -1.162
H 0.574 8.123 0.368
H 1.929 5.064 1.284
H 1.963 3.021 2.115
H 0.446 2.468 2.826
H 1.051 1.743 1.313
*
```

Computed properties:
**E_LUMO**: -5.62 eV

---

Record 4
C20H32ClN3O2S | ωB97M-V/def2-TZVPD

```
! wB97M-V def2-TZVPD RIJCOSX def2/J DEFGRID3
* xyz 0 1
C 3.263 -3.395 7.045
C 2.200 -3.556 5.966
C 2.244 -2.443 4.927
C 1.178 -2.588 3.849
C 1.243 -1.488 2.796
C 0.037 -1.505 1.873
N 0.137 -0.453 0.875
C -0.623 -0.460 -0.245
O -1.347 -1.387 -0.549
C -0.523 0.828 -1.079
C -1.701 1.697 -0.675
C -2.992 1.282 -0.974
C -4.091 2.046 -0.598
C -5.484 1.583 -0.928
C -3.881 3.238 0.088
C -2.591 3.643 0.384
Cl -2.341 5.137 1.239
C -1.494 2.887 0.010
N -0.533 0.548 -2.504
C -0.506 1.802 -3.257
C -0.255 1.655 -4.758
C 1.205 1.826 -5.167
S 2.302 0.487 -4.770
N 1.856 -0.602 -5.734
O 3.664 0.983 -4.726
C 1.892 0.066 -3.072
C 0.455 -0.443 -2.914
H 3.216 -4.200 7.779
H 4.264 -3.398 6.610
H 3.137 -2.450 7.579
H 2.326 -4.520 5.465
H 1.207 -3.579 6.426
H 2.122 -1.476 5.427
H 3.235 -2.422 4.462
H 1.274 -3.564 3.363
H 0.190 -2.577 4.321
H 1.298 -0.515 3.299
H 2.158 -1.589 2.205
H -0.039 -2.456 1.346
H -0.884 -1.390 2.452
H 0.640 0.385 1.113
H 0.400 1.362 -0.782
H -3.126 0.346 -1.503
H -6.234 2.272 -0.540
H -5.621 1.504 -2.007
H -5.674 0.597 -0.503
H -4.718 3.853 0.394
H -0.494 3.232 0.242
H -1.466 2.293 -3.101
H 0.253 2.494 -2.844
H -0.654 0.715 -5.140
H -0.807 2.449 -5.263
H 1.313 1.912 -6.249
H 1.648 2.708 -4.701
H 2.393 -1.457 -5.616
H 2.625 -0.708 -2.835
H 2.125 0.934 -2.452
H 0.432 -1.254 -2.191
H 0.146 -0.888 -3.860
*
```

Computed properties:
**E_LUMO**: 0.41 eV
**ΔE to the lowest compared entry with this formula, charge and spin**: 2.1 kJ/mol
**SMILES**: CCCCCCNC(=O)[C@H](c1cc(C)cc(Cl)c1)N1CCC[S@@](=N)(=O)CC1

---

Table of DFT total energy (eV), in record order: -48941.52910; -62353.41022; -26025.86222; -53181.98248